Formula: C30H32N4O6ReSi
Source: OMol25
Level of theory: the ωB97M-V functional and the def2-TZVPD basis

The LUMO energy (alpha / beta) is -7.48 / -7.90 eV. Its largest force on an atom is 2.08 eV/A. Its spin multiplicity is 4. The frontier orbital gap (alpha / beta) comes out at 6.06 / 5.74 eV. Its total energy is -59865.1654 eV. The total charge is +2.

Positions of all 74 atoms, in Å:
H -2.28243 -1.35339 3.49970
C 3.44051 2.40751 2.42894
H 3.03751 3.10329 1.69162
H -2.60323 5.40035 2.00476
H 1.18398 0.46405 4.29592
C 1.53001 -2.17354 2.33184
O 0.88732 -0.43610 -1.70897
H -2.37009 3.66730 -2.06443
O -1.99252 -0.82511 0.64918
N 2.15218 -3.67298 -6.10543
H 0.51869 -4.08963 2.01837
C 3.80831 -0.00864 3.02984
C 0.13752 -1.70309 -3.64494
C 3.54864 -1.23899 3.49645
H 3.59057 0.77714 1.07193
H 2.49585 -2.42866 -0.26734
H -4.12486 -0.05093 -0.87757
C -5.15953 2.14017 -3.25832
C -5.14825 0.99959 -2.46629
Re -0.70902 0.02949 -0.79124
C 1.15219 -1.16122 -2.82889
C -2.59321 -1.96679 2.65033
C 1.79386 -2.75747 -4.99593
H -3.49684 3.75316 0.38859
C -2.00169 4.54895 1.71669
N -0.61279 -2.47816 1.31135
C -0.72719 4.37614 2.24846
C -4.16386 3.09801 -3.11545
H -0.08450 -2.21666 0.48755
H 4.27549 -1.59664 4.21765
C 3.13021 0.94930 2.05599
H -0.28580 -2.95799 -5.36720
C 0.01951 3.26413 1.91253
H -5.94530 2.28528 -3.98728
C 2.73477 -1.53547 0.31851
O -1.67679 -0.84552 -2.38696
H -2.59295 -3.01306 2.94594
C -2.50738 3.63043 0.80958
N 1.63581 -1.22574 1.25407
H -0.27294 1.16503 3.57657
H 3.67376 -1.72258 0.84265
C 0.46191 0.36178 3.48315
C 2.47835 -1.36689 -3.16342
H -5.92197 0.25117 -2.57362
H 2.87235 -0.70593 -0.37279
H 3.25045 -0.89717 -2.56911
C -3.18731 1.79630 -1.39485
O 1.23806 -4.25444 -6.64559
Si 1.34970 0.40829 1.84585
O 3.32739 -3.77073 -6.36828
C -3.15691 2.93062 -2.17604
H 3.04276 2.66841 3.41378
C -4.15051 0.82149 -1.51912
C -1.72267 2.55917 0.46098
H -1.96674 -1.79444 -4.12376
H 1.00413 3.12920 2.34347
H 4.51919 2.56919 2.46170
C -1.68439 -1.73619 1.49426
C 0.47700 -2.51369 -4.73827
H 3.83495 -2.37387 -4.49795
H -0.31898 5.11053 2.93021
H -0.05940 -0.58611 3.63152
H -3.59944 -1.65895 2.37447
C 0.28026 -3.06699 2.30641
H -4.16407 3.98306 -3.73791
C -1.23462 -1.45132 -3.38999
N 0.17211 1.10822 0.68154
C 2.80353 -2.17462 -4.23846
H -0.19954 -3.09654 3.28197
O -2.14753 1.55025 -0.43207
C 2.42860 -2.18659 3.30762
H 2.33843 -2.95046 4.07582
H 4.71697 0.42852 3.44111
C -0.47757 2.30777 1.01858